C10H16 | ωB97M-V with the def2-TZVPD basis set

The HOMO-LUMO gap is 9.875 eV. As for the energy relative to the best compared isomer or geometry (same formula, charge and spin): 78.5 kcal per mole. The calculation puts the LUMO energy at 0.90 eV. For the maximum force, the calculation gives 0.096 hartree/bohr. As for the structure (SMILES): Cc1ccccc1.CCC. Its highest occupied orbital energy is -8.973 eV.

Positions of all 26 atoms, in Å:
H  -2.435  -0.019  1.823
H  -0.379  -3.228  0.456
C  0.548  -3.587  0.615
C  -1.898  1.034  -0.859
H  0.613  1.753  -3.002
H  0.726  -4.139  -0.299
C  -1.204  1.317  0.356
C  -0.092  2.101  0.325
C  -1.178  1.158  -2.077
C  0.535  2.261  -0.857
H  0.298  2.502  1.359
C  0.003  1.785  -2.028
H  3.301  -3.231  0.876
H  2.001  -2.379  -0.694
H  0.792  -4.206  1.537
C  -1.761  0.865  1.720
H  1.052  -1.388  0.495
C  1.499  -2.333  0.313
C  2.717  -2.447  1.338
H  1.524  2.580  -0.914
H  3.036  -1.616  1.899
H  -2.492  1.692  2.156
H  -2.906  0.489  -0.941
H  -1.457  0.516  -2.785
H  -1.021  0.675  2.548
H  2.340  -2.916  2.407